C45H29N11O2Ti | ωB97M-V with the def2-TZVPD basis set

The geometry in XYZ format:
```
88
C45H29N11O2Ti ωB97M-V with the def2-TZVPD basis set
Ti 0.155 0.078 0.063
C 1.868 3.709 5.253
C 2.383 2.504 5.757
C 2.107 1.296 5.148
C 1.311 1.317 4.005
C 0.866 0.287 3.104
N 1.028 -1.013 3.365
C 0.536 -1.913 2.572
C 0.409 -3.311 2.967
C 0.748 -4.004 4.117
C 0.408 -5.347 4.176
C -0.253 -5.981 3.123
C -0.602 -5.282 1.976
C -0.264 -3.942 1.923
C -0.493 -2.916 0.906
N -1.057 -3.220 -0.245
C -1.399 -2.264 -1.090
N -1.448 -0.950 -0.865
C -1.745 -0.305 -2.115
N -2.512 0.966 -2.177
C -2.444 1.735 -1.006
N -1.623 1.524 0.011
C -1.569 2.719 0.736
N -0.774 3.025 1.726
C 0.034 2.172 2.324
N 0.153 0.824 2.074
C 0.792 2.521 3.502
C 1.060 3.733 4.133
C -2.479 3.675 0.149
C -2.786 4.996 0.456
C -3.671 5.659 -0.374
C -4.251 5.021 -1.480
C -3.952 3.708 -1.788
C -3.053 3.040 -0.961
C -2.224 -1.411 -3.045
C -2.829 -1.426 -4.285
C -2.968 -2.654 -4.926
C -2.524 -3.834 -4.341
C -1.988 -3.827 -3.062
C -1.872 -2.604 -2.431
N 0.002 -1.723 1.303
H 2.109 4.636 5.758
H 3.009 2.529 6.640
H 2.490 0.361 5.537
H 1.260 -3.511 4.933
H 0.656 -5.919 5.062
H -0.498 -7.031 3.206
H -1.118 -5.753 1.150
H 0.651 4.657 3.745
H -2.332 5.475 1.313
H -3.925 6.691 -0.170
H -4.940 5.577 -2.103
H -4.406 3.206 -2.634
H -3.200 -0.526 -4.747
H -3.428 -2.688 -5.905
H -2.619 -4.769 -4.879
H -1.674 -4.734 -2.562
O 2.149 -1.752 -3.349
C 1.365 -1.087 -2.671
N 1.257 -1.118 -1.318
C 2.214 -2.026 -0.696
C 3.019 -1.293 0.332
C 4.240 -1.766 0.803
C 4.969 -0.978 1.673
C 4.478 0.273 2.025
C 3.248 0.656 1.528
N 2.521 -0.123 0.726
C 0.444 -0.138 -3.383
C 0.511 0.187 -4.683
C -0.583 0.944 -5.282
C -1.558 1.506 -4.559
C -1.408 1.518 -3.071
N -0.552 0.433 -2.604
H 2.878 -2.427 -1.462
H 1.717 -2.886 -0.234
H 4.613 -2.724 0.467
H 5.922 -1.319 2.057
H 5.030 0.934 2.678
H 2.825 1.624 1.769
H 1.326 -0.173 -5.293
H -0.631 0.977 -6.364
H -2.421 1.989 -5.002
H -1.079 2.511 -2.737
C 1.706 2.323 -1.299
O 0.873 1.490 -0.570
H 1.778 1.979 -2.335
H 2.715 2.336 -0.874
H 1.317 3.346 -1.297
```

Values from the calculation:
* highest occupied orbital energy (alpha / beta): -6.3 / -6.5 eV
* total energy: -3334.6728 Ha
* charge: 0
* orbital gap (alpha / beta): 4.860 / 5.113 eV
* energy above the lowest of the compared OMol25 structures with the same formula, charge and spin: 49.4 kcal/mol

C45H32Co2NO9PS | ωB97M-V with the def2-TZVPD basis set

The geometry in XYZ format:
```
91
C45H32Co2NO9PS ωB97M-V with the def2-TZVPD basis set
C 4.619 -3.023 4.971
C 3.889 -2.444 6.018
C 2.720 -1.725 5.754
C 2.277 -1.572 4.430
S 0.893 -0.478 4.018
C -0.376 -1.399 3.301
C -1.602 -1.637 3.962
C -2.277 -2.885 3.734
C -3.543 -3.112 4.228
C -4.234 -2.058 4.883
N -5.589 -2.215 5.264
O -6.195 -1.235 5.744
O -6.144 -3.323 5.092
C -3.563 -0.860 5.197
C -2.268 -0.661 4.785
O 0.551 0.037 5.323
O 1.413 0.397 2.985
C 2.982 -2.186 3.391
C 4.149 -2.906 3.661
H 5.527 -3.595 5.181
H 4.210 -2.577 7.052
H 2.157 -1.289 6.578
H -0.028 -2.062 2.509
H -1.735 -3.663 3.189
H -4.031 -4.074 4.125
H -4.080 -0.115 5.785
H -1.751 0.263 5.053
H 2.602 -2.119 2.374
H 4.672 -3.401 2.843
O 1.546 -3.473 0.684
C 0.849 -3.329 -0.227
Co -0.261 -3.184 -1.586
C 0.150 -4.539 -2.624
O 0.445 -5.492 -3.215
C -1.742 -3.887 -0.914
O -2.736 -4.298 -0.492
C -1.029 -1.327 -1.596
C -0.871 -0.669 -0.367
C -1.486 -0.552 0.837
C -1.702 0.746 1.432
C -2.958 1.117 1.960
C -3.072 2.225 2.788
C -1.920 2.945 3.141
C -0.682 2.627 2.565
C -0.618 1.626 1.602
Co 0.582 -0.492 -1.494
C 1.812 0.136 -0.427
O 2.727 0.509 0.190
C 1.601 -1.664 -2.448
O 2.508 -2.066 -3.054
P 0.634 1.004 -3.120
C 1.706 2.423 -2.669
C 1.208 3.723 -2.509
C 2.074 4.761 -2.149
C 3.425 4.498 -1.902
C 3.924 3.199 -2.055
C 3.074 2.170 -2.469
C 1.329 0.535 -4.757
C 2.185 1.383 -5.479
C 2.632 1.023 -6.756
C 2.219 -0.184 -7.326
C 1.369 -1.038 -6.613
C 0.924 -0.681 -5.336
C -0.960 1.781 -3.577
C -1.355 1.948 -4.914
C -2.538 2.624 -5.223
C -3.360 3.104 -4.196
C -2.997 2.902 -2.858
C -1.796 2.256 -2.548
H -1.806 -1.095 -2.323
H -2.037 -1.410 1.273
H -3.818 0.515 1.672
H -4.054 2.500 3.185
H -1.964 3.715 3.913
H 0.234 3.128 2.872
H 0.264 1.446 0.991
H 0.150 3.926 -2.677
H 1.682 5.774 -2.055
H 4.095 5.300 -1.589
H 4.972 2.975 -1.852
H 3.486 1.175 -2.660
H 2.516 2.326 -5.045
H 3.304 1.693 -7.293
H 2.562 -0.463 -8.326
H 1.059 -1.992 -7.045
H 0.247 -1.350 -4.799
H -0.727 1.563 -5.715
H -2.815 2.775 -6.269
H -4.287 3.632 -4.437
H -3.639 3.259 -2.050
H -1.507 2.132 -1.499
```

Values from the calculation:
* highest occupied orbital energy: -1.1 eV
* total energy: -5970.8270 Ha
* charge: -2
* orbital gap: 4.901 eV

C45H34B3NO19 | ωB97M-V with the def2-TZVPD basis set

The geometry in XYZ format:
```
102
C45H34B3NO19 ωB97M-V with the def2-TZVPD basis set
C 5.402 0.533 -0.895
C 4.833 1.400 -2.015
O 3.942 2.396 -1.509
B 2.630 2.145 -1.646
O 1.745 2.476 -0.638
B 0.619 1.714 -0.880
O 0.877 0.345 -1.177
B 1.504 0.367 -2.370
O 1.634 -0.794 -3.172
C 1.936 -1.818 -2.457
N 1.891 -2.799 -1.828
O 2.043 1.557 -2.788
H 6.424 0.299 -1.152
H 4.843 -0.383 -0.776
H 5.385 1.124 0.007
H 4.416 0.788 -2.808
H 5.666 1.926 -2.461
H -0.495 2.114 -0.941
C 7.100 3.799 3.343
C 6.755 2.552 3.035
C 7.694 1.646 2.328
O 7.379 0.511 2.044
C 9.034 2.182 1.979
C 9.380 3.428 2.286
C 8.440 4.333 2.992
O 8.755 5.471 3.275
H 6.429 4.477 3.861
H 5.784 2.142 3.282
H 9.703 1.504 1.464
H 10.351 3.839 2.040
C 1.416 -6.527 -2.952
C 2.623 -6.053 -3.243
C 3.346 -6.487 -4.465
O 4.445 -6.056 -4.733
C 2.669 -7.471 -5.348
C 1.461 -7.944 -5.055
C 0.739 -7.507 -3.834
O -0.366 -7.936 -3.572
H 0.873 -6.221 -2.066
H 3.129 -5.333 -2.613
H 3.212 -7.775 -6.234
H 0.950 -8.661 -5.685
C -5.411 2.394 1.031
C -4.240 2.917 0.671
C -3.426 2.308 -0.406
O -2.353 2.770 -0.739
C -3.952 1.093 -1.068
C -5.117 0.565 -0.709
C -5.936 1.175 0.363
O -7.004 0.691 0.689
H -6.025 2.820 1.813
H -3.832 3.803 1.142
H -3.335 0.666 -1.844
H -5.516 -0.328 -1.174
C -3.535 -2.613 1.012
C -3.454 -3.677 1.803
C -2.331 -4.640 1.683
O -2.256 -5.608 2.407
C -1.307 -4.369 0.647
C -1.388 -3.305 -0.145
C -2.507 -2.345 -0.024
O -2.586 -1.364 -0.740
H -4.345 -1.897 1.084
H -4.192 -3.890 2.566
H -0.497 -5.083 0.578
H -0.648 -3.090 -0.906
C -10.765 2.561 4.531
C -9.598 3.088 4.172
C -8.779 2.478 3.096
O -7.713 2.962 2.772
C -9.305 1.260 2.431
C -10.475 0.735 2.794
C -11.297 1.342 3.869
O -12.361 0.866 4.197
H -11.379 2.989 5.314
H -9.194 3.976 4.642
H -8.691 0.834 1.650
H -10.880 -0.152 2.325
C 3.939 9.505 3.886
C 3.929 8.359 4.560
C 4.993 7.344 4.363
O 4.984 6.295 4.974
C 6.068 7.655 3.392
C 6.079 8.801 2.716
C 5.015 9.818 2.911
O 5.023 10.863 2.299
H 3.173 10.259 4.013
H 3.154 8.112 5.274
H 6.834 6.900 3.268
H 6.854 9.046 2.002
C -3.326 -5.035 -4.901
C -3.498 -4.805 -3.602
C -2.759 -5.587 -2.581
O -2.912 -5.380 -1.395
C -1.821 -6.631 -3.058
C -1.649 -6.861 -4.357
C -2.387 -6.081 -5.381
O -2.231 -6.288 -6.564
H -3.855 -4.478 -5.664
H -4.176 -4.047 -3.231
H -1.290 -7.189 -2.296
H -0.970 -7.619 -4.725
```

Values from the calculation:
* highest occupied orbital energy: -9.4 eV
* total energy: -3293.9492 Ha
* charge: 0
* orbital gap: 7.544 eV

C45H35CrF5N3O3PS | ωB97M-V with the def2-TZVPD basis set

The geometry in XYZ format:
```
94
C45H35CrF5N3O3PS ωB97M-V with the def2-TZVPD basis set
Cr -0.126 0.198 -0.665
O -0.641 3.053 0.727
S -1.492 2.188 1.490
O -1.245 2.102 2.905
N -1.382 0.696 0.811
C -2.045 -0.352 1.484
C -2.928 -0.242 2.532
C -3.535 -1.385 3.091
C -3.270 -2.638 2.623
C -2.361 -2.791 1.551
C -2.004 -4.045 1.021
C -1.099 -4.114 0.000
C -0.556 -2.923 -0.501
N -0.869 -1.727 -0.046
C -1.763 -1.646 0.987
C -3.176 2.676 1.269
C -3.715 3.549 2.206
C -5.018 3.993 2.039
C -5.766 3.561 0.954
C -5.219 2.681 0.030
C -3.917 2.235 0.183
H -3.165 0.717 2.963
H -4.226 -1.248 3.912
H -3.733 -3.514 3.057
H -2.451 -4.941 1.433
H -0.800 -5.057 -0.434
H 0.146 -2.966 -1.319
H -3.121 3.867 3.052
H -5.447 4.678 2.758
H -6.783 3.908 0.829
H -5.807 2.345 -0.814
H -3.476 1.557 -0.534
C -2.286 0.002 -2.920
C -1.386 -0.878 -3.779
C -1.663 -2.362 -3.531
C 0.077 -0.471 -3.619
C 1.044 -1.190 -4.561
O 2.035 -1.767 -3.682
C 1.718 -1.464 -2.430
N 0.639 -0.774 -2.272
C 2.666 -2.003 -1.428
C 3.512 -3.016 -1.890
C 4.459 -3.590 -1.061
C 4.586 -3.148 0.245
C 3.751 -2.149 0.713
C 2.781 -1.566 -0.100
P 1.757 -0.270 0.671
C 2.900 1.084 1.073
C 2.363 2.271 1.566
C 3.189 3.343 1.862
C 4.556 3.247 1.651
C 5.096 2.071 1.150
C 4.274 0.996 0.857
C 1.254 -1.026 2.253
C 0.884 -0.228 3.331
C 0.366 -0.805 4.482
C 0.213 -2.179 4.571
C 0.586 -2.984 3.502
C 1.096 -2.411 2.349
H -3.318 -0.349 -2.950
H -2.264 1.044 -3.230
H -2.004 -0.039 -1.853
H -1.617 -0.650 -4.825
H -1.905 -2.544 -2.483
H -0.824 -3.008 -3.796
H -2.520 -2.690 -4.119
H 0.146 0.609 -3.755
H 1.565 -0.522 -5.242
H 0.586 -2.001 -5.123
H 3.428 -3.350 -2.912
H 5.100 -4.373 -1.442
H 5.332 -3.578 0.901
H 3.852 -1.808 1.736
H 1.300 2.388 1.698
H 2.755 4.259 2.240
H 5.201 4.088 1.871
H 6.161 1.993 0.974
H 4.712 0.099 0.442
H 0.975 0.847 3.286
H 0.077 -0.168 5.308
H -0.192 -2.624 5.470
H 0.478 -4.059 3.563
H 1.375 -3.056 1.525
F 2.781 1.074 -1.870
C 1.876 2.077 -2.003
C 0.551 1.859 -1.661
C -0.295 2.910 -1.977
F -1.620 2.799 -1.762
C 0.134 4.118 -2.498
F -0.726 5.103 -2.743
C 1.481 4.298 -2.764
F 1.918 5.445 -3.264
C 2.365 3.259 -2.526
F 3.658 3.402 -2.814
```

Values from the calculation:
* highest occupied orbital energy (alpha / beta): -10.7 / -10.9 eV
* 2S+1: 2
* total energy: -4408.9401 Ha
* charge: +1
* orbital gap (alpha / beta): 6.834 / 7.364 eV
* ⟨S²⟩: 0.76
* energy above the lowest of the compared OMol25 structures with the same formula, charge and spin: 0.0 kcal/mol

C45H37Br2IN7O2Sr | ωB97M-V with the def2-TZVPD basis set

The geometry in XYZ format:
```
95
C45H37Br2IN7O2Sr ωB97M-V with the def2-TZVPD basis set
Sr -0.278 -0.098 -0.999
Br 0.121 4.041 8.755
C -0.417 2.342 8.118
C 0.473 1.582 7.370
C 0.079 0.340 6.901
C -1.193 -0.131 7.178
C -2.057 0.613 7.956
C -1.680 1.870 8.420
N -1.587 -1.504 6.840
N -1.580 -1.885 5.660
C -1.402 -1.053 4.518
C -1.791 0.264 4.374
C -1.645 0.959 3.181
C -1.058 0.379 2.045
O -0.835 1.022 0.975
C -0.728 -1.053 2.154
N -0.249 -1.677 1.024
C 0.057 -2.950 1.081
C -0.101 -3.714 2.254
C -0.575 -3.118 3.379
C -0.910 -1.737 3.368
H 1.462 1.962 7.153
H 0.759 -0.256 6.304
H -3.033 0.209 8.195
H -2.358 2.466 9.015
H -2.263 0.785 5.197
H -1.979 1.984 3.092
H 0.439 -3.391 0.166
H 0.155 -4.766 2.242
H -0.710 -3.680 4.292
I -0.740 2.640 -3.314
C -2.811 2.483 -3.383
C -3.485 3.309 -4.232
C -4.904 3.269 -4.248
C -5.574 2.445 -3.397
C -4.875 1.596 -2.495
C -5.571 0.791 -1.554
C -4.868 0.016 -0.678
C -3.453 -0.032 -0.761
C -2.695 0.693 -1.657
C -3.457 1.562 -2.494
H -2.950 3.993 -4.876
H -5.446 3.916 -4.927
H -6.659 2.436 -3.385
H -6.656 0.821 -1.537
H -5.398 -0.578 0.060
H -2.967 -0.701 -0.042
Br -6.755 -3.113 -2.802
C -4.900 -2.988 -2.478
C -4.367 -3.546 -1.330
C -3.004 -3.407 -1.126
N -2.188 -2.780 -1.972
C -2.736 -2.245 -3.062
C -4.088 -2.319 -3.367
H -4.990 -4.061 -0.613
H -2.550 -3.825 -0.234
H -2.061 -1.730 -3.736
H -4.483 -1.847 -4.255
N 6.678 2.747 0.453
C 5.604 3.021 1.241
O 5.627 3.834 2.142
C 4.355 2.252 0.902
C 3.144 2.921 0.911
C 2.003 2.227 0.541
N 2.028 0.941 0.181
C 3.190 0.295 0.215
C 4.383 0.909 0.569
H 7.504 3.306 0.583
H 6.564 2.229 -0.401
H 3.094 3.963 1.195
H 1.031 2.705 0.532
H 3.165 -0.745 -0.092
H 5.304 0.341 0.571
C 5.244 0.642 -2.996
N 4.159 1.026 -3.865
C 4.511 1.026 -5.265
C 2.842 0.512 -3.505
C 2.580 -0.992 -3.389
C 3.411 -1.909 -4.027
C 3.139 -3.274 -3.948
C 2.022 -3.697 -3.250
C 1.196 -2.750 -2.633
C 1.430 -1.362 -2.650
H 6.112 1.280 -3.194
H 5.567 -0.405 -3.096
H 4.945 0.789 -1.955
H 5.341 1.718 -5.433
H 3.663 1.374 -5.857
H 4.816 0.049 -5.670
H 2.134 0.932 -4.227
H 2.564 0.955 -2.542
H 4.272 -1.579 -4.592
H 3.793 -3.988 -4.438
H 1.791 -4.756 -3.189
H 0.310 -3.140 -2.134
```

Values from the calculation:
* highest occupied orbital energy: -4.7 eV
* total energy: -7747.2803 Ha
* charge: -1
* orbital gap: 6.828 eV
* energy above the lowest of the compared OMol25 structures with the same formula, charge and spin: 13.6 kcal/mol